Here is an isolated molecule of C5H10N2 in a non-equilibrium geometry from the OMol25 dataset. Energies are from ωB97M-V/def2-TZVPD.

The calculation puts the total energy at -305.937247 hartree. As for the SMILES: C[C@H]1N[C@H]1[C@H]1CN1. For the energy above the lowest of the compared OMol25 structures with the same formula, charge and spin, the calculation gives 227.4 kJ/mol. The largest force on an atom is 1.09 eV/Å. The value obtained for the orbital gap is 0.37882 Ha. The highest occupied orbital energy is -9.2 eV.

```
! wB97M-V def2-TZVPD RIJCOSX def2/J DEFGRID3
* xyz 0 1
C 1.815 0.769 -0.813
C 1.072 -0.549 -1.072
N 0.671 -1.603 -0.124
C -0.362 -0.792 -0.765
C -1.246 0.166 0.013
C -1.809 -0.227 1.333
N -0.850 0.871 1.223
H 2.304 0.853 0.155
H 1.075 1.568 -0.943
H 2.545 0.864 -1.636
H 1.447 -1.036 -1.968
H 0.781 -1.398 0.871
H -0.976 -1.335 -1.486
H -1.919 0.761 -0.608
H -2.814 0.070 1.629
H -1.484 -1.159 1.793
H 0.069 0.575 1.538
*
```

Löwdin population analysis, charges in e, atoms 1 to 5: -0.0474, -0.3068, 0.0532, -0.2573, -0.2837